# 1
34
Properties=species:S:1:pos:R:3 method="wB97M-V/def2-TZVPD" e_homo_ev="-17.952 / -18.898" homo_lumo_gap_ev="7.537 / 4.978" multiplicity=5 charge=+3 mol_weight_g_mol=624.17 e_tot_ev=-176198.0939
Pt -0.01 -0.25 -0.62
C -1.04 -3.57 -1.99
Se -1.17 -1.68 -2.39
C 0.38 -1.46 -3.60
C 1.76 -1.68 -3.01
Se 2.32 -0.30 -1.70
C 3.33 -1.43 -0.49
H -1.50 -4.06 -2.85
H -1.63 -3.76 -1.10
H -0.01 -3.88 -1.86
H 0.25 -0.47 -4.04
H 0.19 -2.20 -4.38
H 2.50 -1.61 -3.81
H 1.87 -2.64 -2.52
H 4.21 -1.77 -1.05
H 2.73 -2.28 -0.17
H 3.64 -0.81 0.34
Cl -2.01 4.33 -1.21
C -1.69 3.54 0.24
C -1.98 4.12 1.46
C -1.71 3.47 2.66
Cl -2.08 4.21 4.11
C -1.12 2.14 2.67
C -0.82 1.41 3.83
C -0.26 0.15 3.72
C -0.02 -0.39 2.46
N -0.29 0.31 1.36
C -0.84 1.55 1.44
C -1.11 2.23 0.19
O -0.83 1.66 -0.92
H -2.42 5.11 1.48
H -1.03 1.83 4.81
H -0.02 -0.43 4.60
H 0.40 -1.38 2.34


# 2
42
Properties=species:S:1:pos:R:3 method="wB97M-V/def2-TZVPD" e_homo_ev="-12.328 / -12.310" homo_lumo_gap_ev="7.271 / 7.480" multiplicity=2 charge=+1 mol_weight_g_mol=650.89 e_tot_ev=-83594.2556
Re -0.18 -1.47 1.23
C 1.21 4.05 -3.96
C 0.94 2.65 -3.48
C 0.20 1.76 -4.24
C -0.05 0.47 -3.80
C 0.46 0.08 -2.57
C 1.22 0.95 -1.79
C 1.45 2.23 -2.25
S 0.21 -1.57 -2.03
O -0.65 -2.25 -2.95
O 1.45 -2.14 -1.59
N -0.70 -1.32 -0.61
C -2.06 -0.81 -0.88
C -2.62 -0.20 0.38
O -3.52 0.58 0.44
O -1.98 -0.65 1.49
H 0.83 4.20 -4.97
H 2.28 4.27 -3.96
H 0.73 4.78 -3.30
H -0.19 2.07 -5.20
H -0.62 -0.23 -4.39
H 1.64 0.61 -0.85
H 2.04 2.91 -1.65
H -2.72 -1.61 -1.23
H -2.03 -0.04 -1.66
Cl 1.79 -2.90 1.10
C 1.05 -4.16 2.23
Cl -0.23 -4.95 1.29
Cl 2.27 -5.24 2.76
C 0.36 -3.39 3.39
O 0.48 -3.71 4.53
O -0.39 -2.37 2.96
N -1.39 1.02 3.54
C -0.02 0.78 4.10
C 1.03 0.33 3.09
O 2.15 0.12 3.40
O 0.54 0.20 1.82
H -2.09 0.88 4.26
H -1.66 0.38 2.74
H -1.49 1.97 3.19
H -0.09 0.01 4.87
H 0.33 1.70 4.57


# 3
35
Properties=species:S:1:pos:R:3 method="wB97M-V/def2-TZVPD" e_homo_ev=-7.189 smiles="O=C1C(Cl)=C(Cl)C(=O)C(Cl)=C1Cl.C=C1N(C)CCCN1C" homo_lumo_gap_ev=4.730 mol_weight_g_mol=372.08 e_tot_ev=-70870.7360
O 0.40 2.32 0.81
C 0.40 1.10 0.85
C 1.63 0.34 0.88
Cl 3.12 1.22 0.88
C 1.64 -1.01 0.91
Cl 3.12 -1.88 0.92
C 0.41 -1.77 0.91
O 0.41 -2.99 0.94
C -0.82 -1.02 0.88
Cl -2.31 -1.89 0.88
C -0.83 0.34 0.84
Cl -2.31 1.20 0.77
C -2.27 1.45 4.38
C -1.62 2.19 5.29
N -1.89 3.57 5.44
C -2.94 4.27 4.70
C -0.89 4.47 6.06
C -0.14 3.80 7.20
C 0.41 2.44 6.75
N -0.62 1.61 6.12
C -0.32 0.18 6.12
H -2.05 0.42 4.22
H -2.99 1.89 3.72
H -3.79 3.63 4.52
H -3.29 5.13 5.28
H -2.54 4.63 3.76
H -0.19 4.76 5.26
H -1.39 5.38 6.39
H 0.67 4.44 7.57
H -0.82 3.65 8.05
H 1.21 2.58 6.02
H 0.85 1.89 7.59
H -1.20 -0.42 5.92
H 0.44 -0.05 5.38
H 0.07 -0.12 7.10


# 4
33
Properties=species:S:1:pos:R:3 method="wB97M-V/def2-TZVPD" e_homo_ev="-15.983 / -15.996" homo_lumo_gap_ev="6.018 / 6.828" multiplicity=3 charge=+2 mol_weight_g_mol=467.19 e_tot_ev=-38951.4181
C -1.07 2.71 2.02
C -1.31 2.88 0.28
H -1.42 1.86 2.69
H -1.89 3.39 2.29
H -0.18 3.22 2.39
H -2.03 2.22 -0.28
H -1.94 3.77 0.35
H -0.44 3.26 -0.28
C 0.71 -1.85 2.01
C 0.91 -3.23 2.03
C 0.71 -3.97 0.87
C 0.36 -3.31 -0.30
H 0.81 -1.22 2.89
H 1.21 -3.70 2.97
H 0.83 -5.06 0.87
H 0.19 -3.83 -1.24
N 0.34 -1.20 0.89
C 0.22 -1.90 -0.27
C 0.03 -1.08 -1.47
N -0.14 0.26 -1.24
C -0.09 1.10 -2.32
C 0.15 -0.74 -3.86
C 0.07 0.63 -3.62
H -0.18 2.16 -2.08
H 0.12 1.36 -4.43
C 0.12 -1.61 -2.77
H 0.19 -2.69 -2.89
H 0.25 -1.13 -4.87
Mo -0.41 1.08 0.86
I -2.73 -0.18 1.49
S 1.87 1.58 1.03
C 2.23 2.34 2.48
N 2.50 2.88 3.49


# 5
29
Properties=species:S:1:pos:R:3 method="wB97M-V/def2-TZVPD" e_homo_ev=-8.606 smiles="N#CC(=C=N)c1ccccc1.C=C(C)C" homo_lumo_gap_ev=8.892 mol_weight_g_mol=198.27 e_tot_ev=-16684.6336
N 0.82 -3.85 0.92
C 0.80 -2.99 0.17
C 0.51 -1.91 -0.80
C -0.32 -2.40 -1.75
N -0.97 -3.00 -2.61
C 1.25 -0.65 -0.73
C 1.30 0.18 -1.86
C 1.95 1.40 -1.90
C 2.59 1.81 -0.70
C 2.56 1.04 0.45
C 1.91 -0.19 0.39
H -1.95 -3.20 -2.45
H 0.78 -0.18 -2.78
H 1.97 2.09 -2.66
H 3.12 2.72 -0.46
H 3.04 1.24 1.44
H 2.08 -0.83 1.25
C -1.79 -0.78 0.74
C -1.74 0.55 1.12
C -2.27 1.54 0.13
C -1.48 1.04 2.54
H -1.91 -1.12 -0.24
H -1.41 -1.41 1.43
H -1.35 2.06 -0.21
H -2.72 1.16 -0.77
H -2.82 2.25 0.72
H -0.95 0.25 3.01
H -0.75 1.78 2.47
H -2.25 1.38 3.15


# 6
29
Properties=species:S:1:pos:R:3 method="wB97M-V/def2-TZVPD" e_homo_ev=-8.169 homo_lumo_gap_ev=8.880 mol_weight_g_mol=202.25 e_tot_ev=-17802.2322
C -3.64 0.66 -0.34
C -2.54 0.98 -1.12
C -3.51 -0.29 0.66
C -1.33 0.36 -0.89
C -2.29 -0.90 0.90
C -1.17 -0.58 0.14
C 0.99 -1.40 -0.84
C 1.27 0.26 1.17
C 2.15 -0.43 -1.02
C 2.24 0.60 0.10
C 0.16 -1.16 0.39
C 1.92 2.03 -0.37
C 0.24 -2.29 1.39
O 0.79 -2.30 -1.62
O 1.10 0.66 2.27
H -4.60 1.14 -0.50
H -2.63 1.72 -1.90
H -4.37 -0.57 1.25
H -0.50 0.60 -1.53
H -2.23 -1.63 1.69
H 3.06 -1.04 -1.08
H 2.04 0.05 -2.00
H 3.24 0.59 0.55
H 2.04 2.73 0.45
H 0.89 2.09 -0.72
H 2.59 2.32 -1.18
H -0.10 -1.95 2.36
H 1.27 -2.63 1.49
H -0.37 -3.13 1.07


Copy entry 5 word for word.
29
Properties=species:S:1:pos:R:3 method="wB97M-V/def2-TZVPD" e_homo_ev=-8.606 smiles="N#CC(=C=N)c1ccccc1.C=C(C)C" homo_lumo_gap_ev=8.892 mol_weight_g_mol=198.27 e_tot_ev=-16684.6336
N 0.82 -3.85 0.92
C 0.80 -2.99 0.17
C 0.51 -1.91 -0.80
C -0.32 -2.40 -1.75
N -0.97 -3.00 -2.61
C 1.25 -0.65 -0.73
C 1.30 0.18 -1.86
C 1.95 1.40 -1.90
C 2.59 1.81 -0.70
C 2.56 1.04 0.45
C 1.91 -0.19 0.39
H -1.95 -3.20 -2.45
H 0.78 -0.18 -2.78
H 1.97 2.09 -2.66
H 3.12 2.72 -0.46
H 3.04 1.24 1.44
H 2.08 -0.83 1.25
C -1.79 -0.78 0.74
C -1.74 0.55 1.12
C -2.27 1.54 0.13
C -1.48 1.04 2.54
H -1.91 -1.12 -0.24
H -1.41 -1.41 1.43
H -1.35 2.06 -0.21
H -2.72 1.16 -0.77
H -2.82 2.25 0.72
H -0.95 0.25 3.01
H -0.75 1.78 2.47
H -2.25 1.38 3.15